1.
27
Properties=species:S:1:pos:R:3:forces:R:3 method="wB97M-V/def2-TZVPD" total_energy_ev=-12676.1587 smiles=Cc1ccc(O)cc1.CCC homo_ha=-0.3061
C 0.16903 -2.59613 -0.36664 0.157 -0.426 -0.054
C -0.58125 -1.52008 0.37178 -0.833 -1.911 0.414
C 0.03636 -0.49435 1.03773 -0.717 0.797 -1.427
C -0.76564 0.60751 1.38419 1.047 0.189 0.789
C -2.13854 0.59642 1.30770 0.195 -1.079 -1.264
O -2.85577 1.73516 1.43557 -1.269 0.147 0.378
C -2.77630 -0.60715 0.88465 0.506 0.769 0.229
C -1.98795 -1.65976 0.46432 0.431 0.975 -0.228
H -0.49962 -3.43130 -0.59087 0.118 -0.027 0.174
H 1.02958 -2.97673 0.18611 -0.053 -0.020 0.115
H 0.55787 -2.29174 -1.34080 -0.061 0.394 0.040
H 1.11444 -0.46137 0.94217 0.034 0.357 0.503
H -0.28058 1.52976 1.69842 -0.027 -0.076 0.082
H -2.35165 2.54658 1.34034 0.417 -0.271 0.073
H -3.84371 -0.69212 0.74055 -0.118 0.268 0.356
H -2.49536 -2.54024 0.09594 0.176 -0.111 -0.150
C 2.75328 2.28394 -2.07950 -1.698 -0.186 -0.576
C 2.85697 1.08121 -1.13713 1.230 1.235 0.244
C 3.39344 -0.09997 -1.94816 -1.852 0.118 -0.375
H 2.36836 3.23253 -1.68230 1.182 0.010 0.605
H 3.65551 2.30777 -2.68719 0.040 0.729 0.105
H 1.90602 2.16333 -2.77453 0.335 -0.740 -0.268
H 1.95268 0.97442 -0.53942 -0.185 -0.574 -0.428
H 3.62393 1.34631 -0.39669 -0.049 -0.096 0.078
H 4.31857 0.16868 -2.45522 0.434 -0.382 0.638
H 2.71708 -0.23088 -2.79666 -0.226 -0.130 -0.087
H 3.32349 -1.04573 -1.41073 0.787 0.040 0.034

=====

2.
27
Properties=species:S:1:pos:R:3:forces:R:3 method="wB97M-V/def2-TZVPD" total_energy_ev=-12667.6751 homo_ha="-0.5128 / -0.5129" spin_multiplicity=2 charge=+1
C 1.65119 -2.05122 0.90552 3.508 -3.048 2.542
C 2.80108 -2.79727 0.12631 -0.519 1.510 -0.317
C 2.30536 -0.93946 1.76863 -0.894 -1.949 -0.399
H 0.97064 -1.68576 0.23213 -1.622 0.841 -1.478
H 1.19599 -2.86236 1.57420 0.133 1.318 -0.836
H 3.66642 -3.05623 0.74569 -0.310 0.162 0.109
H 2.98659 -1.47363 2.50471 -0.978 1.167 -0.625
H 2.89087 -0.38614 1.03394 0.001 0.692 0.585
H 3.16969 -2.11234 -0.69065 -0.256 -0.855 0.611
H 2.39992 -3.70723 -0.27682 0.027 -0.455 -0.547
H 1.40937 -0.44578 2.18902 1.151 0.556 0.406
C -0.19606 -0.44038 -2.81209 -0.770 0.237 0.057
C -1.10071 -0.51044 -0.36766 0.737 1.474 1.117
C -0.78667 0.16020 -1.58578 0.336 0.720 0.473
C -1.32281 0.20518 0.83850 0.513 -4.875 -2.445
C -0.89291 1.57108 -1.58733 -0.957 1.717 0.042
C -1.28583 1.56316 0.78601 -1.464 0.545 2.051
C -1.16986 2.25269 -0.40005 0.577 1.615 -3.426
O -1.59015 2.10106 1.95811 0.558 -0.461 -0.661
H -0.83991 -1.53436 -0.43199 -0.675 -1.119 0.628
H -1.47434 -0.32984 1.78336 0.119 0.359 -0.422
H -0.44728 -1.50515 -2.86446 -0.182 0.262 -0.539
H 0.89501 -0.43628 -2.65719 -0.077 0.294 -0.303
H -0.86410 2.05904 -2.61727 0.082 -0.244 1.836
H -1.36487 3.34106 -0.44199 0.314 -0.698 0.161
H -1.38212 3.01941 1.91174 -0.050 1.696 0.393
H -0.50740 0.22597 -3.69170 0.698 -1.461 0.986

=====

3.
28
Properties=species:S:1:pos:R:3:forces:R:3 method="wB97M-V/def2-TZVPD" total_energy_ev=-14723.4817 smiles=Cc1ccc(O)cc1.CC(C)O homo_ha=-0.2984
C -1.74700 -2.44431 -2.64009 -1.115 0.541 -1.110
C -1.33996 -1.14378 -2.02337 1.733 -0.408 0.100
C -1.81900 -0.72528 -0.80488 -0.529 -0.592 0.890
C -1.32192 0.39024 -0.13041 -0.500 1.227 -1.539
C -0.50420 1.22658 -0.88084 1.546 0.328 -0.097
O 0.04665 2.42674 -0.44182 -0.536 -0.164 0.381
C 0.04351 0.83466 -2.11460 -0.680 -0.537 0.712
C -0.28720 -0.40378 -2.59110 -0.364 -0.268 -0.702
H -2.49606 -2.92003 -2.02100 -0.198 -0.251 0.029
H -0.97832 -3.16863 -2.88078 0.510 0.100 0.322
H -2.20905 -2.20110 -3.62472 0.031 -0.353 0.548
H -2.56530 -1.35161 -0.30288 0.216 0.249 -0.146
H -1.75012 0.74946 0.79444 0.170 -0.249 0.186
H 0.12921 2.39662 0.51629 -0.192 0.128 0.003
H 0.73550 1.44668 -2.65929 0.327 0.313 0.216
H 0.29889 -0.79628 -3.42763 -0.533 0.058 -0.001
C 1.37574 0.47185 3.84374 -0.587 -0.511 -1.433
C 1.33479 0.30015 2.25800 -0.380 0.189 2.098
C 2.71613 -0.00545 1.79238 0.538 -1.087 -1.985
O 0.38757 -0.72825 1.92376 0.821 0.709 -0.317
H 2.30803 0.07100 4.23598 0.177 0.629 0.138
H 0.60493 -0.14872 4.30162 -0.269 0.049 0.027
H 1.11219 1.50090 4.06962 0.561 0.053 0.482
H 0.96937 1.25342 1.87029 0.031 -0.130 -0.289
H 2.98671 -1.04074 2.02362 -0.006 0.155 0.647
H 2.78982 -0.05250 0.69269 -0.258 0.428 0.164
H 3.48681 0.67616 2.12452 0.003 0.218 0.331
H 0.24269 -1.11013 2.77832 -0.516 -0.822 0.345

=====

4.
30
Properties=species:S:1:pos:R:3:forces:R:3 method="wB97M-V/def2-TZVPD" total_energy_ev=-18816.8530 smiles="CC1=CC=C[C@@H](C(O)(O)C(O)O)[C@H]1C" homo_ha=-0.2900
C 0.03953 -3.14573 1.39859 1.948 0.804 3.338
C -0.53063 -1.92564 0.73063 0.939 -1.815 -0.128
C -1.74973 -2.05196 0.17159 1.584 -1.297 2.373
C -2.34803 -0.90034 -0.31152 -2.408 2.669 -2.639
C -1.58987 0.15456 -0.67582 0.654 -2.307 1.332
C -0.10450 0.14278 -0.52022 2.412 -0.965 0.335
C 0.53263 1.63176 -0.69219 -0.484 -3.579 -0.851
O -0.34499 2.57983 -0.25330 0.436 2.511 -0.817
O 1.79977 1.70383 -0.10276 0.635 -0.170 -0.368
C 0.90221 1.83277 -2.14418 -3.251 2.066 -1.941
O 1.54881 3.11885 -2.18702 0.647 -1.696 0.205
O 1.50731 0.78399 -2.77460 1.464 0.385 0.643
C 0.31881 -0.68442 0.78743 -1.075 1.070 0.005
C -0.09077 0.03091 2.06002 -0.687 -0.616 -0.409
H -0.28203 -4.04955 0.95481 0.107 -0.948 -0.824
H -0.33665 -3.27580 2.48166 0.336 0.513 -1.323
H 1.21017 -3.08397 1.58778 -2.347 -0.347 -0.888
H -2.25673 -2.96253 0.48980 -0.294 0.123 -0.791
H -3.44818 -0.84480 -0.59442 1.431 -0.189 0.736
H -2.01729 1.01776 -1.00921 -1.153 2.104 -1.034
H 0.36786 -0.59515 -1.28868 -0.873 1.630 0.552
H -0.09074 3.43955 -0.75818 -0.548 -1.871 1.254
H 1.64531 1.81402 0.81103 0.130 0.165 1.829
H 0.01287 1.99767 -2.73657 -0.638 0.007 0.096
H 2.20893 2.87221 -1.51495 0.563 1.345 0.007
H 2.27983 0.72167 -2.20539 0.897 -1.093 -0.329
H 1.39347 -0.95112 1.03720 -0.982 0.390 -1.565
H 0.39649 0.93469 2.17655 1.128 2.068 0.188
H 0.15158 -0.53516 2.90259 0.635 -1.160 1.441
H -1.12545 0.22930 2.17934 -1.205 0.205 -0.426

=====

5.
28
Properties=species:S:1:pos:R:3:forces:R:3 method="wB97M-V/def2-TZVPD" total_energy_ev=-23509.3701 smiles=Cc1ccc(O)cc1.CCSC homo_ha=-0.3063
C -1.89407 0.61315 -2.07196 -0.714 0.449 0.286
C -0.79105 1.37074 -1.33816 -1.419 -1.031 -1.500
C -1.08015 2.43897 -0.51459 -0.588 0.703 2.583
C 0.01722 3.07210 0.21050 -1.357 0.316 -1.896
C 1.27604 2.67974 -0.19104 1.246 -1.846 1.151
O 2.27588 2.84049 0.72274 0.616 1.956 1.485
C 1.55487 1.68648 -1.12534 0.483 -0.664 -3.231
C 0.49656 0.97341 -1.68507 1.333 0.625 0.059
H -1.51045 -0.15430 -2.70132 0.812 -0.702 -0.406
H -2.46695 1.21864 -2.80530 0.032 0.026 0.894
H -2.53785 0.06710 -1.37295 -0.289 0.502 -0.095
H -2.21341 2.59841 -0.19009 2.678 0.005 -0.946
H -0.01915 3.97496 0.86142 -0.438 -1.195 -0.211
H 3.20521 2.78835 0.47209 -0.447 -0.142 -0.770
H 2.57188 1.60245 -1.69343 -1.540 -0.058 1.925
H 0.70409 0.13642 -2.40216 -0.410 1.020 0.706
C 1.00798 -2.93319 2.44483 3.718 0.805 -0.451
C 0.63541 -1.56772 1.92791 -1.785 0.207 -1.001
S -1.36756 -1.78106 1.68260 1.591 0.297 -1.626
C -1.35993 -2.35853 -0.14040 -1.944 -3.874 1.621
H 0.82098 -3.76728 1.73127 0.132 0.753 0.611
H 0.59936 -3.07798 3.38397 -1.387 -0.725 1.644
H 2.14111 -2.86562 2.74041 -1.554 -0.498 -0.937
H 0.76776 -0.65919 2.57790 -0.246 -1.285 -0.239
H 1.21785 -1.34197 0.99628 -1.142 -0.101 0.401
H -0.61425 -1.77898 -0.50766 2.316 1.354 -1.588
H -1.16618 -3.53439 -0.24737 0.052 2.620 0.476
H -2.27117 -2.24118 -0.76508 0.251 0.486 1.054

=====

6.
28
Properties=species:S:1:pos:R:3:forces:R:3 method="wB97M-V/def2-TZVPD" total_energy_ev=-20548.3551 homo_ha="-0.2786 / -0.3075"
C 0.20246 1.97851 1.17389 -0.586 -1.813 -1.857
C 0.77801 2.47185 2.21160 0.693 0.091 0.873
C 1.12196 0.17251 -1.08245 0.738 -0.211 -0.692
C 1.43320 1.34854 -1.74572 -0.503 -0.115 0.880
C 0.46418 -0.07307 0.04330 -0.820 2.082 1.911
C 2.24120 1.27565 -2.92191 0.603 0.007 -0.951
C 2.61781 2.60590 -3.54232 0.040 -0.298 -0.160
C -0.10293 -2.94111 0.42653 -0.334 0.709 0.231
C -2.51898 -0.94922 0.15693 0.755 0.090 0.143
C -0.77277 -0.93497 2.74790 0.013 -0.021 -0.731
O 2.63786 0.20975 -3.38680 -0.097 0.366 0.104
Si -0.76598 -1.19720 0.86334 -0.260 -0.840 0.380
H 0.50549 3.45544 2.57471 -0.201 0.191 -0.145
H 1.55190 1.98488 2.79210 0.097 -0.246 -0.030
H 1.53286 -0.70464 -1.60126 -0.248 -0.148 -0.021
H 1.04031 2.28496 -1.38535 -0.017 0.136 0.022
H 3.42863 3.04702 -2.96427 0.044 0.086 0.062
H 2.95853 2.45696 -4.56346 0.023 -0.019 -0.007
H 1.77265 3.28947 -3.52749 -0.040 0.097 0.026
H -0.08657 -3.09128 -0.64741 -0.015 0.003 -0.240
H 0.90549 -3.08209 0.80005 0.209 0.017 0.097
H -0.72893 -3.71380 0.86211 -0.157 -0.119 0.101
H -2.85094 0.07284 0.30934 -0.024 0.210 0.053
H -2.54432 -1.14792 -0.91017 0.059 -0.046 -0.182
H -3.24040 -1.60568 0.63501 -0.001 -0.167 0.170
H -1.14342 0.05275 3.00256 -0.054 0.184 -0.032
H -1.40882 -1.66262 3.24348 -0.136 -0.198 -0.015
H 0.22430 -1.03076 3.16613 0.219 -0.028 0.009